[1]
Below is 11 unconnected molecules or ions with the total composition C42H62F4O15S3 at a distorted geometry, with properties calculated with wB97M-V/def2-TZVPD.

lowest unoccupied orbital energy = -0.1 eV

ORCA input file:
```
! wB97M-V def2-TZVPD RIJCOSX def2/J DEFGRID3
* xyz 0 1
F 6.4694 6.2836 7.2546
C 5.9814 5.2827 6.5079
C 5.3520 5.6870 5.3115
C 4.8345 4.7396 4.4298
C 4.9690 3.3871 4.8024
C 5.7293 2.9937 5.9391
C 6.2480 3.9633 6.7644
H 5.1921 6.6964 4.9623
H 4.4075 5.1368 3.5208
H 4.5225 2.5804 4.2400
H 5.8440 1.9630 6.2403
H 6.7876 3.7627 7.6782
F -4.6167 -9.3623 1.6510
C -3.5646 -8.7882 1.0272
C -3.7593 -8.3401 -0.2497
C -2.7223 -7.6377 -0.8776
C -1.4946 -7.5135 -0.1959
C -1.2373 -8.1121 1.0244
C -2.3421 -8.6745 1.6508
H -4.7119 -8.5539 -0.7114
H -2.9711 -7.3259 -1.8812
H -0.7499 -7.0614 -0.8342
H -0.2605 -7.9938 1.4695
H -2.2328 -9.0702 2.6497
F -3.1798 1.5259 -12.5627
C -2.7953 1.1548 -11.3814
C -1.7780 1.8567 -10.6773
C -1.5313 1.5838 -9.2906
C -2.2171 0.5352 -8.6998
C -3.0815 -0.2684 -9.3591
C -3.3954 0.0974 -10.6777
H -1.3028 2.6910 -11.1717
H -0.7962 2.0051 -8.6209
H -2.0237 0.1941 -7.6935
H -3.5637 -1.1499 -8.9631
H -4.1272 -0.5366 -11.1562
F 8.8615 4.0497 -2.5103
C 7.5692 4.4334 -2.5136
C 6.6840 3.4433 -2.3718
C 5.2660 3.7290 -2.3396
C 4.7894 5.0454 -2.3269
C 5.7676 6.0375 -2.5136
C 7.1258 5.7589 -2.5784
H 7.0065 2.4149 -2.4413
H 4.5305 2.9531 -2.1866
H 3.7182 5.1830 -2.3272
H 5.3834 7.0462 -2.5517
H 7.7985 6.5934 -2.7106
C -1.0350 3.7974 7.5317
S -1.3842 5.6301 7.6300
O -1.9247 5.9623 6.2397
C -2.8233 5.5631 8.8087
H -1.9415 3.2321 7.3154
H -0.4348 3.5494 8.4070
H -0.4001 3.6801 6.6534
H -3.6144 6.2607 8.5338
H -2.5580 5.7832 9.8428
H -3.2902 4.5786 8.7786
C 6.6634 -5.0781 0.9592
S 5.0772 -4.9600 1.9387
O 3.9234 -5.2658 0.9738
C 5.1010 -6.3864 3.0898
H 6.9149 -6.1257 0.7939
H 7.4693 -4.5265 1.4432
H 6.5781 -4.6686 -0.0473
H 4.9565 -7.2343 2.4202
H 4.2630 -6.1879 3.7580
H 5.9495 -6.4462 3.7714
C -4.5282 -2.1970 -3.3288
S -5.9255 -0.9808 -3.0303
O -7.1447 -1.8380 -3.1939
C -5.5524 -0.6677 -1.2268
H -3.5892 -1.8197 -2.9235
H -4.5293 -2.4632 -4.3858
H -4.6329 -3.0226 -2.6248
H -5.4400 -1.6324 -0.7319
H -6.3993 -0.2397 -0.6904
H -4.5743 -0.2024 -1.1048
C -0.0107 -5.4493 -8.3074
O 1.1675 -5.6577 -7.6227
C 1.4926 -4.9967 -6.5292
O 0.9461 -3.9036 -6.2406
O 2.6430 -5.4984 -5.9256
C 3.0367 -4.8768 -4.7171
H 0.1368 -5.5013 -9.3861
H -0.3786 -4.4461 -8.0920
H -0.7898 -6.1521 -8.0122
H 3.1559 -3.7936 -4.6974
H 3.9766 -5.3535 -4.4389
H 2.3292 -5.1275 -3.9266
C -7.8703 6.9425 -0.6285
O -6.8664 7.6762 0.0427
C -5.6005 7.3967 -0.1037
O -5.0993 6.4740 -0.7493
O -4.8895 8.2571 0.6686
C -3.5291 8.2950 0.7716
H -7.7346 6.9766 -1.7095
H -8.7972 7.4463 -0.3539
H -7.9382 5.9459 -0.1924
H -3.1542 9.3038 0.5988
H -3.1259 7.7589 -0.0876
H -3.1455 7.9176 1.7195
C -2.5595 -1.9659 4.5909
O -1.3857 -2.0884 5.4369
C -1.3283 -2.9782 6.4058
O -2.2590 -3.4425 7.0134
O -0.0982 -3.2596 6.5930
C 0.2825 -4.1808 7.5360
H -2.1570 -1.5427 3.6706
H -3.2126 -1.2134 5.0330
H -3.0596 -2.9264 4.4666
H 1.3681 -4.1793 7.6329
H 0.0997 -5.2170 7.2516
H -0.1691 -4.0474 8.5190
C 0.0353 2.8907 1.1689
O -0.2699 2.3758 -0.0998
C -0.2569 1.0660 -0.4850
O -0.6769 0.7165 -1.5627
O 0.1388 0.2225 0.5160
C -0.0345 -1.1241 0.3341
H 0.6349 2.2405 1.8059
H -0.9001 2.9700 1.7229
H 0.5558 3.8418 1.0570
H 0.7342 -1.4184 -0.3804
H -1.0414 -1.3694 -0.0039
H 0.0475 -1.5175 1.3474
*
```

Results of the Mulliken charge analysis, in e, for atoms 1 through 5: F -0.292; C 0.163; C -0.172; C -0.475; C -0.378

[2]
Below is a molecular structure, C42H63CrN5O4 at a distorted geometry, with properties calculated with wB97M-V/def2-TZVPD.

lowest unoccupied orbital energy (alpha / beta) = -0.6 / -0.6 eV
expectation value of S² = 6.016

ORCA input file:
```
! wB97M-V def2-TZVPD RIJCOSX def2/J DEFGRID3
* xyz 0 5
Cr 0.9875 0.0948 -0.9769
C 4.3251 0.2851 -0.9244
N 3.1375 0.5717 -0.1108
C 3.2508 1.9589 0.3687
C 3.1393 -0.3364 1.0668
C 2.4983 -1.6676 0.7280
N 1.0511 -1.5310 0.6533
C 0.4490 -2.6749 -0.0676
C -1.0374 -2.5586 -0.2487
C -1.8608 -3.5342 0.3013
C -3.2378 -3.4845 0.1660
C -3.7436 -2.4393 -0.6048
C -2.9733 -1.4492 -1.1979
C -1.5756 -1.4576 -0.9509
O -0.8145 -0.4631 -1.3481
C -3.7127 -0.4162 -2.0683
C -2.8226 0.5751 -2.8287
C -4.6631 0.3981 -1.1772
C -4.5335 -1.1642 -3.1336
C -4.1893 -4.4978 0.7972
C -4.9620 -5.2386 -0.3030
C -5.1860 -3.7689 1.7095
C -3.4454 -5.5332 1.6409
C 0.4339 -1.3415 1.9747
C 0.1296 0.0533 2.5011
C -0.1892 0.0990 3.8526
C -0.6755 1.2388 4.4727
C -0.8788 2.3511 3.6599
C -0.5731 2.3705 2.3047
C 0.0012 1.2147 1.7102
O 0.4412 1.2685 0.4713
C -0.9251 3.5846 1.4348
C -1.5963 4.6977 2.2446
C -1.9177 3.1386 0.3489
C 0.3197 4.1973 0.7738
C -0.9759 1.2293 5.9711
C -1.5745 2.5528 6.4486
C 0.3242 0.9827 6.7494
C -1.9761 0.1112 6.2973
H 5.2375 0.3825 -0.3228
H 4.3879 0.9936 -1.7452
H 4.2868 -0.7258 -1.3302
H 4.1889 2.0955 0.9220
H 2.4027 2.1949 1.0026
H 3.2485 2.6390 -0.4846
H 2.5824 0.1523 1.8666
H 4.1671 -0.4868 1.4203
H 2.7994 -2.4394 1.4529
H 2.8564 -1.9956 -0.2532
H 0.6762 -3.6181 0.4517
H 0.9425 -2.7140 -1.0460
H -1.3899 -4.3396 0.8533
H -4.8164 -2.3965 -0.7541
H -2.3101 1.2594 -2.1573
H -3.4634 1.1579 -3.4975
H -2.0673 0.0634 -3.4247
H -4.1048 0.8930 -0.3804
H -5.4244 -0.2333 -0.7155
H -5.1720 1.1653 -1.7674
H -3.8757 -1.7545 -3.7751
H -5.0709 -0.4472 -3.7592
H -5.2686 -1.8396 -2.6963
H -5.5555 -4.5484 -0.9046
H -5.6415 -5.9751 0.1341
H -4.2735 -5.7582 -0.9721
H -5.7766 -3.0389 1.1546
H -4.6601 -3.2368 2.5047
H -5.8759 -4.4820 2.1680
H -2.7644 -6.1328 1.0333
H -4.1637 -6.2123 2.1047
H -2.8692 -5.0596 2.4383
H 1.0373 -1.8750 2.7243
H -0.5270 -1.8573 1.9355
H -0.0603 -0.8125 4.4311
H -1.2954 3.2421 4.1030
H -2.5272 4.3609 2.7046
H -1.8376 5.5269 1.5762
H -0.9421 5.0832 3.0299
H -2.8397 2.7759 0.8090
H -1.4991 2.3364 -0.2564
H -2.1719 3.9807 -0.3019
H 1.0624 4.4696 1.5292
H 0.0404 5.1069 0.2342
H 0.7706 3.4977 0.0751
H -0.8944 3.3888 6.2742
H -1.7684 2.4991 7.5218
H -2.5202 2.7692 5.9477
H 1.0522 1.7688 6.5388
H 0.7735 0.0274 6.4734
H 0.1324 0.9692 7.8256
H -2.8949 0.2379 5.7220
H -2.2296 0.1248 7.3605
H -1.5684 -0.8733 6.0642
O 7.7106 -0.8255 -7.6388
C 8.0378 0.3449 -6.9410
N 6.8791 1.0205 -6.3856
C 6.2086 0.4124 -5.3708
O 6.5940 -0.6276 -4.8648
C 4.9641 1.0896 -4.8824
C 4.7450 2.4588 -4.9562
C 3.5764 2.9890 -4.4349
C 2.6616 2.1254 -3.8533
N 2.8835 0.8179 -3.7653
C 3.9946 0.3024 -4.2715
H 7.4344 -1.4798 -6.9848
H 8.5134 1.0208 -7.6470
H 8.7200 0.1372 -6.1162
H 6.3723 1.6589 -6.9765
H 5.4911 3.1118 -5.3919
H 3.3753 4.0505 -4.4733
H 1.7268 2.4744 -3.4239
H 4.1302 -0.7701 -4.1830
N 0.7356 -0.8888 -3.9989
C 1.2615 -0.4347 -3.0351
H 1.0107 -0.7143 -4.9539
*
```

Results of the Mulliken charge analysis, in e, for atoms 1 through 5: Cr 0.386; C -1.508; N 0.981; C -0.938; C -1.162

no.,electronic energy (eV)
1,-118639.8922
2,-88639.5323